# 1
62
Properties=species:S:1:pos:R:3:forces:R:3 method="wB97M-V/def2-TZVPD" charge=-2 spin_multiplicity=4 homo_energy_ev="0.28 / -2.14" de_lowest_kj_mol=64.0
V -1.3340 -0.3517 0.3923 1.45 1.39 1.16
O -7.1578 -0.8958 -1.1512 -0.05 0.01 -0.03
C -5.8568 -0.7591 -0.7623 0.05 0.02 -0.03
C -5.4354 -1.1265 0.5123 -0.05 -0.08 0.01
C -4.0952 -0.9914 0.8097 -0.10 0.00 0.15
N -3.2634 -0.5040 -0.0925 -0.55 0.01 -0.12
C -3.6476 -0.1024 -1.2958 0.08 -0.05 -0.20
C -4.9602 -0.2279 -1.6875 -0.09 0.01 -0.05
C -2.4945 0.5139 -2.1091 -0.15 -0.24 0.29
O -2.7163 0.9420 -3.2295 0.00 0.07 -0.11
O -1.3958 0.5226 -1.4459 -0.43 -0.04 -0.19
C -3.4101 -1.3151 2.1511 0.02 0.07 -0.36
O -4.1047 -1.6923 3.0821 -0.03 -0.08 0.10
O -2.1468 -1.1199 2.1003 -0.57 -0.12 -0.15
H -7.6497 -1.2935 -0.4265 -0.02 -0.01 0.04
H -6.1045 -1.5254 1.2660 -0.02 0.02 -0.02
H -5.2675 0.0808 -2.6766 -0.03 0.01 0.03
C -3.3463 2.7275 0.3345 -0.04 0.01 -0.01
C -2.4164 2.5916 1.5037 0.22 -0.30 -0.20
C -2.5191 3.4256 2.5855 0.14 0.13 0.31
C -1.6541 3.3087 3.6919 -0.08 -0.06 -0.15
C -0.6448 2.3164 3.6491 -0.05 0.07 -0.04
C 0.3116 2.0599 4.6483 0.03 -0.01 -0.04
Br 0.2840 3.0810 6.2661 0.00 0.03 0.04
C 1.2926 1.0956 4.5210 -0.02 0.03 -0.04
C 1.3409 0.3436 3.3589 0.25 -0.14 0.05
Br 2.7026 -0.9667 3.1645 -0.02 0.01 0.04
C 0.4172 0.5111 2.3330 -0.15 -0.17 -0.50
O 0.3943 -0.2269 1.2165 0.15 -0.06 0.34
C -0.5791 1.4966 2.4879 -0.31 0.27 -0.30
N -1.4669 1.6079 1.4282 0.03 -0.19 0.35
H -3.8534 3.6931 0.3647 0.00 0.00 0.00
H -4.1167 1.9508 0.3380 0.00 0.01 0.01
H -2.8008 2.6464 -0.6070 0.01 0.03 0.01
H -3.2861 4.1926 2.5776 0.01 -0.01 0.00
H -1.7479 3.9553 4.5517 -0.01 0.01 -0.01
H 2.0085 0.9223 5.3107 0.01 0.02 0.00
N -0.9861 -3.3076 -0.8782 0.02 0.03 0.05
C -1.0615 -2.2466 -0.4138 0.18 -0.73 -0.41
Te 1.8090 -0.0536 -1.5157 -0.11 0.25 0.18
C 3.0941 0.0424 -3.1975 0.18 -0.09 -0.11
C 3.8408 1.1862 -3.4684 0.03 -0.02 -0.09
C 4.7362 1.2172 -4.5337 -0.05 0.00 0.02
C 4.8941 0.1013 -5.3423 -0.02 -0.01 0.01
C 4.1435 -1.0412 -5.0896 -0.01 0.01 0.02
C 3.2479 -1.0682 -4.0289 0.07 0.07 -0.03
C 3.1345 -1.3415 -0.5044 0.03 -0.16 -0.03
C 2.6636 -2.5823 -0.0857 0.04 0.01 0.03
C 3.5270 -3.4705 0.5443 -0.01 0.02 0.00
C 4.8571 -3.1317 0.7505 -0.01 0.04 -0.02
C 5.3233 -1.8876 0.3415 -0.04 -0.01 0.01
C 4.4607 -0.9917 -0.2754 0.03 -0.05 0.00
H 3.7260 2.0572 -2.8346 0.01 -0.01 0.02
H 5.3153 2.1136 -4.7243 0.00 0.00 -0.01
H 5.5975 0.1204 -6.1667 -0.01 0.00 0.00
H 4.2540 -1.9142 -5.7225 0.01 0.00 0.01
H 2.6646 -1.9601 -3.8348 0.00 0.00 0.01
H 1.6233 -2.8465 -0.2388 0.01 -0.01 -0.01
H 3.1501 -4.4294 0.8793 0.00 0.00 0.00
H 5.5283 -3.8302 1.2369 0.00 0.01 0.01
H 6.3560 -1.6078 0.5165 0.00 0.00 0.00
H 4.8205 -0.0144 -0.5754 0.00 -0.01 -0.02

=====

# 2
67
Properties=species:S:1:pos:R:3:forces:R:3 method="wB97M-V/def2-TZVPD" spin_multiplicity=5 homo_energy_ev="-6.96 / -7.05" de_lowest_kj_mol=42.8
Pd 0.5205 0.8401 -0.2187 0.00 -0.23 -0.09
C -0.0831 3.4385 -2.2003 0.05 0.01 -0.08
N 0.3077 3.1757 -0.8184 -0.22 -0.16 0.11
C -0.6661 3.7322 0.1108 0.04 0.08 0.04
C -2.0382 3.0157 0.0871 -0.03 -0.23 0.10
N -2.0173 1.8009 -0.6906 -0.13 0.27 -0.21
C -3.0985 1.0348 -0.8234 0.13 0.19 0.36
C -4.3554 1.1566 -0.1685 -0.14 0.02 0.02
F -4.5940 2.1721 0.6653 0.09 -0.02 -0.06
C -5.3648 0.2350 -0.3326 0.10 0.02 -0.05
F -6.5207 0.3743 0.3120 0.00 0.01 0.00
C -5.1706 -0.8621 -1.1601 -0.10 -0.08 -0.01
F -6.1399 -1.7569 -1.3177 0.07 0.06 0.01
C -3.9628 -1.0208 -1.8273 0.05 -0.01 -0.05
F -3.7880 -2.0749 -2.6276 -0.01 0.01 0.03
C -2.9604 -0.0949 -1.6673 -0.10 -0.35 -0.18
F -1.8274 -0.2894 -2.3296 -0.04 0.10 0.08
C 1.6796 3.6262 -0.5573 -0.11 0.18 0.03
C 2.6830 2.6790 -1.1815 0.13 0.15 0.05
N 2.4649 1.3523 -0.6403 0.26 -0.07 -0.20
C 3.4158 0.3935 -0.8429 -0.09 0.14 0.10
C 4.3974 0.3895 -1.8437 0.18 0.03 -0.25
F 4.4363 1.3773 -2.7649 0.01 -0.05 0.02
C 5.3357 -0.6175 -2.0012 -0.02 0.05 -0.04
F 6.2202 -0.5400 -3.0016 0.00 0.00 0.02
C 5.3423 -1.7143 -1.1661 -0.06 0.03 0.03
F 6.2324 -2.7011 -1.3199 0.01 -0.03 0.00
C 4.3891 -1.7579 -0.1647 -0.03 0.01 0.05
F 4.3547 -2.8027 0.6798 0.04 0.01 -0.03
C 3.4819 -0.7323 -0.0031 0.05 -0.23 0.20
F 2.6342 -0.8510 1.0373 0.00 0.07 -0.07
H -0.0740 4.5191 -2.4047 0.01 0.00 0.00
H -1.0796 3.0492 -2.3921 0.03 -0.02 0.03
H 0.6042 2.9470 -2.8860 0.00 0.01 0.00
H -0.8309 4.8043 -0.0805 0.06 -0.01 -0.02
H -0.2360 3.6489 1.1100 -0.03 -0.02 -0.01
H -2.8196 3.6817 -0.2923 0.02 0.02 -0.03
H -2.3127 2.7875 1.1220 -0.06 0.04 0.00
H 1.8202 3.6469 0.5234 0.02 -0.03 -0.01
H 1.8344 4.6462 -0.9395 -0.02 0.00 0.00
H 3.6882 3.0505 -0.9411 -0.04 -0.04 0.02
H 2.6033 2.7300 -2.2725 -0.03 -0.03 0.00
Cl 1.6270 1.7933 2.6075 0.02 0.04 0.19
C 0.1646 1.2898 3.3668 0.00 0.02 -0.05
C -0.0413 1.5709 4.6986 -0.01 -0.02 -0.02
C -1.2164 1.1613 5.3201 0.00 0.01 0.07
C -2.1909 0.4674 4.6091 0.01 0.00 -0.05
C -1.9851 0.1914 3.2792 -0.13 -0.09 0.08
Cl -3.1984 -0.6949 2.4124 0.07 0.06 0.04
C -0.8047 0.5930 2.5741 -0.04 -0.33 -0.45
N -0.6968 0.3180 1.2826 0.08 0.55 0.24
H 0.7191 2.1039 5.2515 0.01 0.01 0.00
H -1.3729 1.3770 6.3680 0.01 0.01 0.00
H -3.1032 0.1392 5.0866 0.00 0.01 0.02
N 0.7572 -1.2626 -1.1144 -0.07 -0.14 0.03
C 0.6165 -2.3944 -0.9921 -0.16 -0.29 0.00
C 0.4193 -3.8129 -0.8142 0.16 0.42 -0.02
C 1.3238 -4.5201 -0.0280 0.02 -0.09 0.01
C 1.1284 -5.8787 0.1584 0.01 0.04 0.00
C 0.0435 -6.5131 -0.4319 0.00 0.00 0.00
C -0.8541 -5.7972 -1.2144 0.03 0.02 0.01
C -0.6690 -4.4392 -1.4118 -0.09 -0.06 -0.02
H 2.1627 -4.0066 0.4233 -0.01 -0.01 0.01
H 1.8254 -6.4398 0.7656 -0.01 -0.01 0.00
H -0.1035 -7.5744 -0.2813 -0.01 -0.01 0.00
H -1.6984 -6.2962 -1.6696 0.00 -0.01 -0.01
H -1.3585 -3.8643 -2.0155 0.00 0.00 0.00

=====

# 3
65
Properties=species:S:1:pos:R:3:forces:R:3 method="wB97M-V/def2-TZVPD" spin_multiplicity=1 homo_energy_ev="-6.94 / -6.94" de_lowest_kj_mol=370.0
Sn -0.0319 -0.5963 0.9463 -1.98 -2.36 -1.88
O 0.0560 -2.4972 -0.1595 0.82 0.97 2.68
C 0.3048 -2.4909 -1.4209 -0.12 0.57 -2.29
C 1.5114 -3.0258 -1.9461 -0.59 -0.04 0.48
C 1.7423 -3.0301 -3.2920 -0.15 0.24 -0.69
C 0.8114 -2.4708 -4.1963 0.47 -0.25 0.04
C -0.3531 -1.9264 -3.7303 -0.17 0.00 0.34
C -0.6485 -1.9297 -2.3535 1.26 -0.10 0.53
C -1.8551 -1.3526 -1.8767 -1.71 0.67 0.33
N -2.1717 -1.3669 -0.6195 3.87 -1.37 -0.57
N -3.3162 -1.2100 -0.0827 -2.67 1.82 1.23
C -3.2206 -0.8883 1.2146 -0.69 -0.52 -2.20
O -2.1262 -0.8170 1.8653 2.42 0.42 0.79
C -4.4962 -0.6007 1.9044 0.14 0.12 0.35
C -5.6392 -0.2371 1.1926 0.07 -0.04 0.01
C -6.8019 0.0844 1.8736 0.01 -0.07 0.05
C -6.8337 0.0299 3.2612 -0.04 0.01 0.04
C -5.7046 -0.3576 3.9712 -0.09 0.03 0.02
C -4.5342 -0.6604 3.2967 -0.02 -0.01 -0.09
H 2.2080 -3.4662 -1.2465 0.00 -0.01 -0.04
H 2.6630 -3.4523 -3.6765 -0.02 -0.04 -0.01
H 1.0139 -2.4757 -5.2596 0.06 -0.02 0.03
H -1.0697 -1.4949 -4.4211 -0.01 0.00 0.05
H -2.5185 -0.8694 -2.6105 -0.16 -0.44 0.04
H -5.5953 -0.2062 0.1133 0.03 0.03 0.01
H -7.6883 0.3781 1.3248 0.03 0.00 0.00
H -7.7416 0.2943 3.7901 0.02 -0.04 -0.01
H -5.7425 -0.4216 5.0515 0.02 0.03 -0.01
H -3.6406 -0.9573 3.8305 -0.03 0.05 0.02
O -2.5644 2.5482 -1.6785 0.29 -0.05 0.09
C -1.5522 3.4224 -1.9204 -0.03 -0.03 -0.04
C -1.8218 4.6541 -2.5161 -0.02 0.04 -0.02
C -0.8018 5.5376 -2.8113 -0.06 -0.03 -0.01
C 0.5108 5.2069 -2.5039 0.13 0.01 0.02
C 0.7827 3.9930 -1.9017 -0.06 -0.03 -0.03
C -0.2299 3.0792 -1.6002 -0.29 -0.24 0.04
C 0.1199 1.7694 -0.9712 1.43 0.47 -0.15
O -0.7758 0.9793 -0.5498 -0.44 -1.10 1.67
N 1.4087 1.5087 -0.8698 -0.16 0.95 -0.55
N 1.7046 0.2892 -0.3522 -0.86 -0.09 0.71
C 2.9637 0.0666 -0.2611 0.87 -0.49 -0.13
S 3.5749 -1.4853 0.2516 0.27 0.35 -0.32
C 5.3027 -1.1368 -0.1975 -0.17 -0.02 -0.03
C 5.5451 0.3407 0.0160 -0.12 0.02 -0.10
S 4.1683 1.2474 -0.7534 -0.27 -0.11 0.11
H -3.3925 2.9490 -1.9515 -0.16 0.07 -0.05
H -2.8495 4.9075 -2.7593 0.04 -0.03 0.01
H -1.0328 6.4803 -3.2930 0.01 -0.03 0.05
H 1.3172 5.8902 -2.7388 -0.03 -0.03 0.04
H 1.7969 3.7169 -1.6551 0.04 0.00 0.00
H 5.4438 -1.4120 -1.2414 0.06 -0.02 -0.01
H 5.9322 -1.7599 0.4373 0.02 0.02 0.00
H 6.4645 0.6691 -0.4668 0.00 0.00 0.00
H 5.5843 0.5960 1.0734 0.03 -0.02 0.06
F 1.4321 -3.6493 2.3864 0.30 0.30 0.00
C 2.1046 -2.5386 2.7283 -0.77 -0.73 -0.02
C 1.4999 -1.3050 2.6345 -0.81 0.98 -1.02
C 2.2494 -0.2156 3.0138 -0.12 0.27 0.12
F 1.7014 1.0167 2.9284 0.09 -0.06 -0.16
C 3.5618 -0.3111 3.4293 0.02 0.01 0.09
F 4.2800 0.7688 3.7380 0.01 0.06 0.01
C 4.1494 -1.5616 3.4740 -0.10 -0.02 0.07
F 5.4306 -1.6769 3.8022 0.12 -0.03 0.10
C 3.4142 -2.6854 3.1456 0.00 -0.05 0.28
F 3.9957 -3.8850 3.1900 -0.05 0.03 -0.03